A molecular structure, C32H66B3BrO34 in a non-equilibrium geometry. Source: OMol25; level of theory: ωB97M-V/def2-TZVPD.

Computed properties:
- HOMO energy (eV) = -10.7024
- electronic energy (Ha) = -6466.06046
- gap between HOMO and LUMO (eV) = 10.82

The geometry in ORCA input format:
```
! RIJCOSX wB97M-V def2-TZVPD def2/J DEFGRID3
* xyz 0 1
C 8.69887 -3.49515 -1.44415
C 8.32993 -1.95971 -1.56058
B 6.89213 -1.76891 -2.22220
O 6.26187 -2.65779 -3.12718
B 5.17979 -3.18908 -2.37576
O 4.47727 -4.27354 -2.90805
O 4.90341 -2.60169 -1.10396
B 5.02474 -1.18592 -1.15764
Br 3.66439 -0.06643 -0.23453
O 6.11917 -0.61518 -1.83573
H 9.28687 -3.60649 -0.50908
H 7.79788 -4.13274 -1.30408
H 9.26909 -3.86983 -2.31207
H 9.13751 -1.39887 -2.07502
H 8.23638 -1.59329 -0.51181
H 4.30436 -4.89059 -2.18928
C 1.00642 2.44272 -0.05086
O 1.28064 2.64688 1.33796
C 0.19713 2.66552 2.11163
O -0.93938 2.52955 1.74110
O 0.59182 2.86242 3.37026
C -0.47595 2.90722 4.31662
H 1.95641 2.44654 -0.58081
H 0.52459 1.47766 -0.21017
H 0.38954 3.25029 -0.44419
H -1.01831 1.96114 4.33095
H -1.15207 3.73411 4.09651
H -0.03482 3.07072 5.29709
C -7.66259 4.11842 0.14063
O -6.58361 4.19094 1.07268
C -5.62838 3.27883 0.87208
O -5.61923 2.44725 0.00669
O -4.68917 3.45493 1.80148
C -3.58912 2.53927 1.71362
H -8.37343 4.89994 0.39965
H -7.30687 4.29372 -0.87456
H -8.16656 3.15467 0.20873
H -3.07253 2.64971 0.76541
H -3.93441 1.51238 1.84710
H -2.90377 2.77971 2.51121
C -3.70369 3.61093 9.80924
O -3.54731 4.30602 8.57170
C -4.40022 3.92102 7.62212
O -5.24324 3.07292 7.73453
O -4.15383 4.64240 6.52820
C -5.00208 4.33267 5.42034
H -2.96153 4.00619 10.49937
H -4.69612 3.78432 10.22609
H -3.52486 2.54383 9.67687
H -6.04528 4.53231 5.66508
H -4.87160 3.29467 5.11467
H -4.71140 4.97630 4.59319
C -14.03240 3.77441 -0.25958
O -13.73966 2.39342 -0.05452
C -12.44894 2.08584 -0.18992
O -11.56537 2.85241 -0.45851
O -12.31232 0.77701 0.02526
C -10.96988 0.30625 -0.08823
H -15.10413 3.90247 -0.12425
H -13.51137 4.39152 0.47228
H -13.76925 4.07768 -1.27286
H -10.32904 0.78730 0.65068
H -10.58643 0.47372 -1.09461
H -10.98368 -0.76384 0.10617
C 7.04426 -4.02162 -6.10773
O 8.36164 -4.04130 -6.66315
C 8.81097 -2.84408 -7.04045
O 8.21655 -1.80581 -6.94915
O 10.03979 -3.00290 -7.53740
C 10.64645 -1.79151 -7.98357
H 6.78344 -5.04261 -5.83747
H 7.01294 -3.40861 -5.20836
H 6.32227 -3.66382 -6.84250
H 10.75862 -1.08956 -7.15731
H 10.06552 -1.34384 -8.78978
H 11.63405 -2.04385 -8.36360
C 4.20446 -10.85414 -5.03047
O 5.21528 -9.85264 -5.12762
C 5.24101 -9.20889 -6.29680
O 4.50694 -9.40147 -7.22503
O 6.22055 -8.30618 -6.24198
C 6.36056 -7.52050 -7.42456
H 4.28116 -11.30029 -4.04091
H 3.21423 -10.41035 -5.13676
H 4.35886 -11.63241 -5.77736
H 5.45271 -6.94663 -7.61174
H 6.60167 -8.14773 -8.28247
H 7.18252 -6.82702 -7.26037
C 2.00469 -7.76295 2.21003
O 3.02892 -7.74816 1.21633
C 2.62890 -8.17584 0.01788
O 1.52592 -8.55141 -0.26534
O 3.67308 -8.11170 -0.81217
C 3.38553 -8.54223 -2.14253
H 2.44478 -7.39708 3.13510
H 1.18461 -7.10294 1.92786
H 1.64099 -8.77727 2.37308
H 2.61999 -7.91080 -2.59435
H 3.07455 -9.58692 -2.14979
H 4.30051 -8.44793 -2.72485
C 4.20453 6.74498 -3.23335
O 3.90574 5.61444 -2.41700
C 4.18750 5.78764 -1.12449
O 4.65065 6.77767 -0.62971
O 3.86332 4.66585 -0.47952
C 4.11276 4.70594 0.92609
H 3.93527 6.48727 -4.25541
H 3.61710 7.60949 -2.92428
H 5.26962 6.97399 -3.19944
H 3.52135 5.48906 1.40024
H 5.17454 4.85305 1.12418
H 3.81341 3.74684 1.34334
C -0.56085 2.25915 -5.58510
O 0.52428 2.33023 -4.66165
C 1.47463 1.41632 -4.86873
O 1.47649 0.58411 -5.73277
O 2.42084 1.59057 -3.94483
C 3.50895 0.67314 -4.04492
H -1.26527 3.04439 -5.31923
H -0.21218 2.43197 -6.60320
H -1.06658 1.29650 -5.51191
H 4.02049 0.78161 -5.00116
H 3.16010 -0.35211 -3.91063
H 4.21111 0.90805 -3.24785
C -8.21843 4.30420 8.96272
O -7.93222 4.50053 10.34842
C -9.01117 4.50997 11.13185
O -10.14702 4.37234 10.77130
O -8.60542 4.69971 12.38965
C -9.66603 4.73175 13.34266
H -7.27213 4.31325 8.42817
H -8.69755 3.33903 8.80108
H -8.84352 5.11169 8.58040
H -10.20327 3.78350 13.35329
H -10.34796 5.55563 13.13263
H -9.21833 4.89022 14.32144
*
```

Results of the Mulliken charge analysis, in e, for atoms 1 through 2: -0.96, -0.39